{
  "formula": "C9H18FLuNO4S",
  "method": "ωB97M-V/def2-TZVPD",
  "species": ["C", "C", "O", "O", "C", "C", "C", "C", "C", "C", "N", "C", "S", "O", "O", "F", "H", "H", "H", "H", "H", "H", "H", "H", "H", "H", "H", "H", "H", "H", "H", "H", "H", "H", "Lu"],
  "positions_angstrom": [[2.87, 1.37, 1.19], [1.43, 1.66, 1.68], [1.26, 1.91, 2.83], [0.52, 1.54, 0.71], [-0.76, 2.24, 1.00], [-1.93, 1.69, 0.21], [-2.68, 0.56, 0.94], [-1.88, -0.70, 1.22], [-1.59, -1.56, -0.01], [-0.11, -1.86, -0.30], [0.19, -2.00, -1.69], [-0.01, -0.85, -2.55], [1.72, -2.77, -1.94], [1.98, -2.73, -3.31], [1.77, -3.88, -1.09], [2.55, -1.61, -1.27], [2.95, 0.46, 0.59], [3.25, 2.23, 0.59], [3.51, 1.27, 2.07], [-0.59, 3.28, 0.72], [-0.96, 2.17, 2.07], [-1.59, 1.38, -0.78], [-2.63, 2.51, 0.08], [-3.56, 0.29, 0.37], [-3.06, 0.97, 1.88], [-2.50, -1.30, 1.90], [-0.97, -0.49, 1.79], [-2.02, -2.55, 0.19], [-2.10, -1.20, -0.90], [0.22, -2.77, 0.20], [0.52, -1.04, 0.13], [-0.56, -1.13, -3.45], [-0.58, -0.09, -2.00], [0.95, -0.45, -2.88], [4.39, 3.45, -0.19]],
  "e_homo_ev": -18.38,
  "total_charge": 3,
  "orbital_gap_ev": 2.12,
  "e_lumo_ha": -0.597
}

---

{
  "formula": "C4H7NOSi",
  "method": "ωB97M-V/def2-TZVPD",
  "species": ["C", "C", "C", "C", "N", "O", "Si", "H", "H", "H", "H", "H", "H", "H"],
  "positions_angstrom": [[-1.25, -0.97, 2.11], [0.13, -0.82, 2.35], [-0.95, -0.52, -0.20], [1.32, 1.15, -1.55], [-1.56, -0.79, 0.80], [0.97, -0.57, 1.43], [-0.31, 0.25, -1.79], [-1.92, -1.28, 2.79], [0.35, -0.75, 3.49], [1.21, 2.11, -2.26], [1.38, 1.55, -0.48], [2.32, 0.60, -1.84], [-1.64, 0.70, -2.00], [-0.06, -0.65, -2.86]],
  "e_homo_ev": -7.98,
  "e_above_lowest_kcal_mol": 96.42,
  "orbital_gap_ev": 8.10,
  "e_lumo_ha": 0.004
}

---

{
  "formula": "C4H10NOP",
  "method": "ωB97M-V/def2-TZVPD",
  "species": ["C", "C", "C", "C", "N", "O", "P", "H", "H", "H", "H", "H", "H", "H", "H", "H", "H"],
  "positions_angstrom": [[-2.64, 0.49, -0.80], [0.67, 0.55, 2.20], [0.62, -1.18, -2.09], [0.97, 0.34, 0.73], [-1.41, 0.73, -0.75], [-1.18, -1.52, 0.64], [-0.44, -0.47, -0.12], [-3.25, 1.34, -1.15], [-3.08, -0.43, -0.21], [0.41, 1.56, 2.35], [-0.18, 0.04, 2.55], [1.50, 0.29, 2.81], [-0.16, -1.49, -2.68], [1.07, -0.43, -2.55], [1.20, -2.07, -1.70], [1.79, -0.48, 0.63], [1.37, 0.98, 0.03]],
  "e_homo_ev": -9.24,
  "e_above_lowest_kcal_mol": 48.07,
  "orbital_gap_ev": 9.68,
  "e_lumo_ha": 0.017
}

---

{
  "formula": "C16H39IN4O8P",
  "method": "ωB97M-V/def2-TZVPD",
  "species": ["C", "C", "C", "C", "C", "C", "C", "C", "C", "C", "C", "C", "P", "I", "H", "H", "H", "H", "H", "H", "H", "H", "H", "H", "H", "H", "H", "H", "H", "H", "H", "H", "H", "H", "H", "H", "H", "H", "H", "H", "H", "C", "N", "O", "O", "H", "H", "H", "C", "N", "O", "O", "H", "H", "H", "C", "N", "O", "O", "H", "H", "H", "C", "N", "O", "O", "H", "H", "H"],
  "positions_angstrom": [[5.77, -4.18, -0.22], [5.96, -3.12, -1.31], [6.15, -1.70, -0.76], [4.92, -1.18, 0.01], [4.20, -0.04, -0.72], [3.00, 0.52, 0.03], [1.80, -0.42, 0.01], [0.51, 0.24, 0.55], [-0.62, 0.39, -0.49], [-1.79, -0.59, -0.30], [-2.40, -1.09, -1.63], [-2.06, -2.56, -1.92], [-3.13, -3.69, -1.00], [-2.00, -4.98, 0.60], [4.72, -4.34, 0.03], [6.29, -3.88, 0.70], [6.18, -5.14, -0.53], [6.83, -3.37, -1.93], [5.10, -3.12, -1.98], [7.03, -1.70, -0.11], [6.37, -1.03, -1.59], [5.20, -0.83, 1.00], [4.22, -2.01, 0.17], [3.87, -0.40, -1.70], [4.92, 0.76, -0.92], [3.28, 0.72, 1.07], [2.72, 1.48, -0.39], [2.03, -1.31, 0.60], [1.64, -0.76, -1.02], [0.75, 1.22, 0.95], [0.13, -0.35, 1.40], [-0.20, 0.25, -1.49], [-1.00, 1.41, -0.46], [-1.44, -1.44, 0.29], [-2.58, -0.11, 0.29], [-2.02, -0.52, -2.48], [-3.48, -0.95, -1.64], [-2.18, -2.81, -2.97], [-1.03, -2.81, -1.62], [-3.80, -4.57, -1.85], [-4.14, -2.97, -0.36], [2.98, 4.69, 2.94], [2.92, 3.77, 1.76], [1.82, 3.48, 1.32], [3.97, 3.38, 1.32], [1.97, 4.96, 3.22], [3.51, 4.17, 3.73], [3.55, 5.56, 2.63], [-7.59, -1.51, -0.73], [-6.30, -0.97, -1.24], [-5.77, -0.06, -0.65], [-5.85, -1.47, -2.27], [-7.84, -0.96, 0.17], [-8.33, -1.36, -1.51], [-7.45, -2.57, -0.54], [1.62, 5.44, 7.42], [2.37, 5.87, 6.21], [1.76, 6.47, 5.34], [3.54, 5.58, 6.15], [0.59, 5.77, 7.32], [1.70, 4.36, 7.49], [2.12, 5.90, 8.28], [-7.28, -0.15, -4.76], [-8.60, 0.34, -5.22], [-8.70, 0.75, -6.36], [-9.50, 0.29, -4.41], [-6.56, -0.06, -5.56], [-7.00, 0.46, -3.90], [-7.41, -1.18, -4.45]],
  "e_homo_ev": -12.20,
  "total_charge": 1,
  "orbital_gap_ev": 7.75,
  "e_lumo_ha": -0.164
}